Record 1
C3H4O2S | wB97M-V/def2-TZVPD

Values from the calculation:
calculated total energy	-665.21869	Eh
SMILES	O=C1CC1.O=S
Kohn-Sham gap (alpha / beta)	7.6 / 7.7	eV
multiplicity	1
E_HOMO (alpha / beta)	-8.579 / -8.599	eV
energy above the lowest of the compared OMol25 structures with the same formula, charge and spin	104.8	kcal per mole

Geometry (Å):
O1 1.16 0.87 -0.95
C1 0.54 -0.10 -0.61
C2 0.05 -0.87 0.57
C3 -0.60 -0.96 -0.82
H1 0.58 -1.76 0.87
H2 -0.34 -0.25 1.25
H3 -1.56 -0.50 -0.98
H4 -0.65 -2.03 -1.38
O2 0.64 2.64 1.70
S1 0.19 2.96 0.37

natural (NBO) atomic charge list, values in e, 6 entries:
1. O -0.5108
2. C 0.6099
3. C -0.5196
4. C -0.5334
5. H 0.2400
6. H 0.2279

---

Record 2
C12H18Cl2N2Pb | wB97M-V/def2-TZVPD

Values from the calculation:
calculated total energy	-1690.72626	Eh
Kohn-Sham gap (alpha / beta)	6.9 / 6.9	eV
multiplicity	1
E_HOMO (alpha / beta)	-8.178 / -8.177	eV
energy above the lowest of the compared OMol25 structures with the same formula, charge and spin	0.0	kcal per mole

Geometry (Å):
Pb1 0.88 -0.45 -0.18
Cl1 1.69 -2.83 -0.13
Cl2 2.35 0.73 1.48
C1 2.18 0.19 -1.60
H1 2.65 1.16 -1.41
H2 2.77 -0.57 -2.11
C2 -0.39 0.99 -1.94
C3 0.76 0.50 -2.53
H3 -0.30 1.70 -1.11
C4 0.55 -0.66 -3.57
H4 1.17 1.34 -3.12
C5 -0.62 -0.33 -4.50
H5 1.47 -0.78 -4.15
H6 0.36 -1.60 -3.03
C6 -1.90 -0.07 -3.72
H7 -0.37 0.57 -5.08
H8 -0.76 -1.14 -5.22
C7 -1.73 0.94 -2.56
H9 -2.68 0.29 -4.41
H10 -2.25 -1.02 -3.30
H11 -2.00 1.94 -2.95
H12 -2.49 0.72 -1.80
N1 -0.94 -0.81 6.55
C8 -0.77 -0.75 5.21
C9 -0.38 -1.89 4.47
C10 -0.17 -1.76 3.10
N2 -0.38 -0.61 2.45
C11 -0.71 0.49 3.13
C12 -0.96 0.47 4.51
H13 -0.79 -1.67 7.07
H14 -1.21 0.00 7.09
H15 -0.23 -2.86 4.96
H16 0.17 -2.62 2.50
H17 -0.78 1.43 2.58
H18 -1.26 1.37 5.02

natural (NBO) atomic charge list, values in e, 6 entries:
1. Pb 1.3112
2. Cl -0.5781
3. Cl -0.6067
4. C -0.8006
5. H 0.2495
6. H 0.2485

---

Record 3
C21H20BrN8S2Ti | wB97M-V/def2-TZVPD

Values from the calculation:
calculated total energy	-5469.80909	Eh
Kohn-Sham gap (alpha / beta)	7.3 / 7.3	eV
⟨S²⟩	0.7552
multiplicity	2
E_HOMO (alpha / beta)	-13.835 / -13.881	eV
net charge	+2
energy above the lowest of the compared OMol25 structures with the same formula, charge and spin	3.9	kcal per mole

Geometry (Å):
Ti1 -0.20 0.39 0.37
N1 -3.74 1.03 3.03
C1 -2.91 0.82 2.01
S1 -1.41 1.72 1.98
N2 -3.23 -0.09 1.12
N3 -2.28 -0.20 0.15
C2 -2.66 -0.72 -0.96
C3 -1.70 -0.77 -2.05
C4 -2.02 -1.26 -3.31
C5 -1.07 -1.19 -4.31
C6 0.16 -0.62 -4.03
C7 0.41 -0.15 -2.75
N4 -0.49 -0.23 -1.77
H1 -3.54 1.74 3.71
H2 -4.64 0.58 3.03
H3 -3.68 -1.05 -1.09
H4 -3.00 -1.68 -3.49
H5 -1.29 -1.56 -5.31
H6 0.93 -0.53 -4.79
H7 1.36 0.30 -2.50
C8 4.68 -0.35 1.98
N5 4.21 0.48 0.88
C9 4.94 0.77 -0.26
C10 4.16 1.51 -1.06
N6 2.94 1.67 -0.41
C11 2.99 1.01 0.79
S2 1.76 0.90 1.96
C12 1.92 2.57 -0.81
C13 2.29 3.78 -1.38
C14 1.29 4.64 -1.80
C15 -0.04 4.28 -1.61
C16 -0.30 3.07 -1.01
N7 0.65 2.22 -0.60
H8 5.77 -0.30 2.01
H9 4.36 -1.38 1.84
H10 4.28 0.04 2.91
H11 5.95 0.42 -0.40
H12 4.34 1.94 -2.04
H13 3.33 4.04 -1.48
H14 1.55 5.59 -2.25
H15 -0.85 4.92 -1.92
H16 -1.32 2.75 -0.83
Br1 2.01 -2.03 -0.42
C17 0.88 -2.51 1.02
C18 1.04 -3.74 1.62
C19 0.23 -4.03 2.71
C20 -0.68 -3.08 3.15
C21 -0.76 -1.87 2.47
N8 0.00 -1.59 1.41
H17 1.77 -4.44 1.25
H18 0.32 -4.98 3.21
H19 -1.32 -3.25 4.00
H20 -1.45 -1.11 2.79

natural (NBO) atomic charge list, values in e, 6 entries:
1. Ti 1.2642
2. N -0.7517
3. C 0.3098
4. S -0.1978
5. N -0.4050
6. N -0.3291

---

Record 4
C31H33N4O2Tc | wB97M-V/def2-TZVPD

Values from the calculation:
calculated total energy	-1651.19212	Eh
Kohn-Sham gap (alpha / beta)	6.4 / 6.5	eV
⟨S²⟩	0.7729
multiplicity	2
E_HOMO (alpha / beta)	-10.192 / -10.697	eV
net charge	+1

Geometry (Å):
Tc1 0.13 0.20 -0.40
C1 1.26 3.70 -1.07
C2 0.56 2.82 -0.07
C3 -0.85 2.74 -0.03
C4 -1.69 3.45 -1.07
C5 -1.47 2.08 1.05
C6 -2.97 1.85 1.03
C7 -0.72 1.75 2.20
C8 -1.44 1.39 3.48
C9 0.66 1.74 2.12
C10 1.50 1.22 3.27
C11 1.31 2.19 0.94
C12 2.82 2.24 0.91
H1 2.16 3.24 -1.47
H2 1.59 4.62 -0.57
H3 0.63 4.00 -1.90
H4 -1.72 2.93 -2.03
H5 -1.28 4.45 -1.26
H6 -2.71 3.59 -0.73
H7 -3.52 2.71 1.43
H8 -3.24 0.98 1.62
H9 -3.33 1.68 0.02
H10 -1.46 0.31 3.66
H11 -2.47 1.75 3.48
H12 -0.94 1.85 4.34
H13 2.11 0.37 2.93
H14 0.89 0.87 4.10
H15 2.19 1.99 3.64
H16 3.19 3.17 1.36
H17 3.21 2.19 -0.11
H18 3.26 1.42 1.46
O1 -3.13 -3.69 1.62
C13 -2.24 -3.48 2.60
C14 -2.46 -4.14 3.81
C15 -1.58 -3.99 4.85
C16 -0.45 -3.17 4.73
C17 -0.24 -2.49 3.55
C18 -1.13 -2.63 2.48
C19 -0.89 -1.83 1.28
O2 -0.03 -0.86 1.38
N1 -1.57 -2.11 0.17
N2 -1.21 -1.21 -0.82
C20 -1.74 -1.26 -1.97
C21 -1.28 -0.25 -2.93
C22 -1.63 -0.30 -4.26
C23 -1.09 0.62 -5.14
C24 -0.21 1.57 -4.66
C25 0.08 1.57 -3.31
N3 -0.45 0.70 -2.44
H19 -2.81 -3.21 0.82
H20 -3.33 -4.78 3.89
H21 -1.76 -4.51 5.78
H22 0.25 -3.07 5.55
H23 0.62 -1.85 3.43
H24 -2.47 -2.03 -2.20
H25 -2.32 -1.07 -4.60
H26 -1.33 0.58 -6.20
H27 0.26 2.30 -5.31
H28 0.77 2.29 -2.89
N4 1.58 -0.48 -1.09
C26 2.29 -1.37 -1.86
C27 3.06 -0.92 -2.94
C28 3.74 -1.83 -3.73
C29 3.68 -3.19 -3.44
C30 2.94 -3.64 -2.35
C31 2.24 -2.74 -1.56
H29 3.12 0.15 -3.13
H30 4.32 -1.48 -4.57
H31 4.21 -3.90 -4.07
H32 2.91 -4.70 -2.11
H33 1.66 -3.06 -0.71

Mulliken atomic charge list, values in e, 6 entries:
1. Tc 0.0287
2. C -2.6077
3. C 0.7189
4. C 0.6239
5. C -2.0993
6. C 1.6823

---

Record 5
C44H55BrN7O4Pt | wB97M-V/def2-TZVPD

Values from the calculation:
calculated total energy	-5086.24662	Eh
Kohn-Sham gap	3.7	eV
multiplicity	1
E_HOMO	-14.026	eV
net charge	+3
energy above the lowest of the compared OMol25 structures with the same formula, charge and spin	25.4	kcal per mole

Geometry (Å):
Pt1 0.31 0.87 -0.29
C1 -3.77 -4.97 1.95
C2 -4.28 -3.65 2.54
C3 -3.69 -3.44 3.94
C4 -5.81 -3.72 2.67
C5 -3.84 -2.54 1.59
C6 -2.51 -2.10 1.60
C7 -2.05 -1.18 0.67
N1 -0.67 -0.80 0.57
C8 0.28 -1.53 1.10
C9 0.28 -2.94 1.33
C10 1.31 -3.52 1.99
C11 2.44 -2.68 2.41
C12 2.59 -1.35 2.16
C13 1.49 -0.73 1.48
O1 1.45 0.51 1.21
C14 3.87 -0.58 2.50
C15 3.56 0.63 3.41
C16 4.87 -1.48 3.23
C17 4.51 -0.10 1.19
C18 1.29 -5.00 2.32
C19 0.86 -5.82 1.10
C20 2.65 -5.52 2.81
C21 0.26 -5.18 3.46
C22 -3.01 -0.58 -0.14
O2 -2.56 0.59 -0.85
C23 -4.34 -0.93 -0.18
C24 -4.71 -1.98 0.66
C25 -5.37 -0.21 -1.07
C26 -6.81 -0.49 -0.61
C27 -5.15 1.33 -1.02
C28 -5.25 -0.73 -2.51
H1 -4.01 -5.80 2.62
H2 -4.24 -5.18 0.98
H3 -2.69 -4.96 1.81
H4 -4.05 -4.23 4.60
H5 -2.60 -3.49 3.96
H6 -4.00 -2.49 4.37
H7 -6.07 -4.45 3.43
H8 -6.23 -2.76 2.97
H9 -6.28 -4.04 1.74
H10 -1.84 -2.44 2.37
H11 -0.52 -3.54 0.93
H12 3.26 -3.18 2.90
H13 3.15 0.30 4.36
H14 4.49 1.16 3.61
H15 2.86 1.32 2.94
H16 4.47 -1.88 4.16
H17 5.22 -2.30 2.60
H18 5.75 -0.88 3.49
H19 3.87 0.61 0.68
H20 5.45 0.39 1.42
H21 4.71 -0.94 0.53
H22 1.51 -5.63 0.25
H23 0.93 -6.88 1.34
H24 -0.17 -5.63 0.80
H25 3.42 -5.42 2.05
H26 2.98 -5.02 3.72
H27 2.56 -6.58 3.05
H28 -0.73 -4.85 3.16
H29 0.21 -6.24 3.73
H30 0.56 -4.62 4.35
H31 -5.73 -2.31 0.65
H32 -6.97 -0.20 0.43
H33 -7.49 0.09 -1.23
H34 -7.09 -1.53 -0.73
H35 -4.78 1.67 -0.04
H36 -4.55 1.71 -1.86
H37 -6.10 1.84 -1.13
H38 -5.56 -1.78 -2.56
H39 -5.90 -0.16 -3.18
H40 -4.23 -0.69 -2.90
C29 -1.91 0.42 -2.16
O3 -0.78 1.20 -2.11
C30 -0.89 2.49 -2.77
C31 -1.67 2.68 -3.89
C32 -1.67 3.94 -4.48
Br1 -2.84 4.26 -5.91
C33 -0.80 4.92 -4.06
C34 0.07 4.68 -2.99
C35 -0.07 3.49 -2.29
O4 0.59 3.20 -1.13
C36 1.15 5.64 -2.73
N2 1.19 6.80 -3.31
C37 2.43 7.34 -2.98
C38 2.99 8.56 -3.35
C39 4.25 8.85 -2.89
C40 4.96 7.94 -2.07
C41 4.42 6.73 -1.70
C42 3.14 6.45 -2.17
N3 2.30 5.36 -2.01
H41 -2.61 0.71 -2.93
H42 -3.35 1.20 -0.90
H43 -1.64 -0.63 -2.22
H44 -2.27 1.89 -4.33
H45 -0.73 5.87 -4.56
H46 0.82 3.99 -0.62
H47 2.45 9.24 -4.00
H48 4.72 9.79 -3.15
H49 5.95 8.21 -1.73
H50 4.96 6.05 -1.05
H51 2.56 4.49 -1.58
N4 6.35 2.44 -2.34
C43 5.28 1.68 -2.53
N5 5.34 0.67 -3.40
N6 4.18 1.99 -1.86
C44 3.08 1.35 -1.77
N7 2.03 0.86 -1.64
H52 7.23 2.26 -2.80
H53 6.32 3.15 -1.63
H54 6.18 0.47 -3.93
H55 4.52 0.14 -3.63

Mulliken atomic charge list, values in e, 6 entries:
1. Pt 1.2879
2. C -1.4238
3. C 2.1832
4. C -1.5576
5. C -2.1317
6. C -0.7003